C2H6BBrO2 | the ωB97M-V functional and the def2-TZVPD basis

Its HOMO energy is -10.2 eV. The frontier orbital gap is 10.26 eV. The energy above the lowest of the compared OMol25 structures with the same formula, charge and spin is 124.2 kJ/mol. As for the structure (SMILES): O=BO.C=C.Br. The calculation puts the total energy at -2829.1878 a.u.

Element x y z (Å)
O1 2.9339 0.4624 0.6496
B1 1.7469 0.6202 0.6245
O2 0.4239 0.8798 0.6823
H1 -0.1926 0.6525 -0.1064
C1 -2.1960 -0.7183 -0.0716
C2 -2.6703 0.4867 -0.4639
H2 -1.5492 -0.8506 0.7082
H3 -2.6896 -1.5948 -0.3648
H4 -3.5162 0.4697 -1.1061
H5 -2.2791 1.3836 -0.1391
Br1 5.4363 -1.2954 -0.6159
H6 4.5519 -0.4958 0.2031

For reference, the Mulliken charges in units of e are:
1 O -0.4917
2 B 0.6834
3 O -0.6018
4 H 0.3542
5 C -0.6460
6 C -0.5712
7 H 0.4142
8 H 0.2515
9 H 0.2420
10 H 0.3552
11 Br -0.3249
12 H 0.3352